No. 1
ORCA calculation (ωB97M-V with the def2-TZVPD basis set) on a 3-piece molecular cluster, C5H17NO2S overall in a non-equilibrium geometry.

The geometry in XYZ format:
```
26
Properties=species:S:1:pos:R:3:mulliken_charge:R:1
C -2.165 2.430 -0.388 -1.3559
C -1.633 1.169 -1.070 -0.2923
N -0.659 0.518 -0.186 -0.1037
C -0.496 -0.937 -0.426 0.1399
C -0.079 -1.245 -1.864 -1.3163
C 0.566 -1.417 0.589 -0.8341
S 0.145 -3.005 1.346 -0.2525
H -2.161 2.233 0.679 0.2987
H -1.421 3.220 -0.464 0.3061
H -3.132 2.834 -0.691 0.3592
H -1.175 1.463 -2.013 0.3015
H -2.477 0.489 -1.086 0.3931
H 0.251 0.956 -0.212 0.0173
H -1.458 -1.388 -0.165 0.4780
H 0.966 -0.952 -1.988 0.2534
H -0.298 -2.272 -2.139 0.3881
H -0.672 -0.663 -2.578 0.3810
H 1.552 -1.423 0.119 0.3690
H 0.704 -0.639 1.333 0.4142
H 0.192 -2.635 2.629 0.1302
O 2.738 1.347 -0.569 -0.6354
H 2.100 1.986 -0.223 0.2899
H 2.616 1.395 -1.524 0.3286
O 0.807 2.901 1.067 -0.6256
H 1.467 3.134 1.728 0.2799
H -0.044 2.783 1.497 0.2877
```

Computed properties:
**LUMO**: 0.0194 hartree
**Energy relative to the best compared isomer or geometry (same formula, charge and spin)**: 0.0000 eV
**Largest force on an atom**: 1.43 eV/Å
**Total energy**: -804.09931 hartree
**Kohn-Sham gap**: 9.156 eV



No. 2
ORCA calculation (ωB97M-V with the def2-TZVPD basis set) on C7H5BrF4 in the gas phase in a non-equilibrium geometry.

The geometry in XYZ format:
```
17
Properties=species:S:1:pos:R:3:mulliken_charge:R:1
F -1.662 2.041 -1.138 -0.2814
C -0.671 1.747 -0.277 0.8556
F -1.264 1.402 0.874 -0.2646
F -0.013 2.887 -0.049 -0.2619
C 0.220 0.654 -0.834 -0.6087
C -0.577 -0.540 -1.238 -0.5668
C -0.841 -1.536 -0.393 -0.2840
C -0.369 -1.555 0.979 -0.1655
C 0.628 -0.783 1.414 -0.6738
C 1.348 0.121 0.497 0.4448
F 1.855 1.214 1.075 -0.2983
Br 2.820 -0.811 -0.432 -0.1385
H 0.852 1.060 -1.622 0.5340
H -0.993 -0.511 -2.233 0.4411
H -1.447 -2.367 -0.718 0.4014
H -0.875 -2.217 1.664 0.4452
H 0.990 -0.807 2.431 0.4215
```

Computed properties:
**LUMO**: -0.0063 hartree
**Energy relative to the best compared isomer or geometry (same formula, charge and spin)**: 0.0000 eV
**Largest force on an atom**: 4.20 eV/Å
**Total energy**: -3243.18607 hartree
**Kohn-Sham gap**: 9.174 eV



No. 3
ORCA calculation (ωB97M-V with the def2-TZVPD basis set) on C30H75HgO15 as an isolated structure in a non-equilibrium geometry.

The geometry in XYZ format:
```
121
Properties=species:S:1:pos:R:3:mulliken_charge:R:1
Hg -0.939 0.796 0.643 1.4773
C 1.534 2.823 -1.925 -1.5555
C 0.524 2.673 -0.822 0.1814
O -0.207 1.446 -1.057 -0.4666
H 1.096 2.779 -2.941 0.1798
H 2.138 1.987 -1.855 0.3493
H 2.125 3.748 -1.742 0.3864
H -0.145 3.453 -0.859 0.3699
H 0.920 2.707 0.203 0.1157
C 2.514 -5.593 3.564 -0.7812
O 3.009 -4.278 3.260 -0.0899
C 4.403 -4.235 3.708 -0.4539
C 5.009 -2.965 3.079 -0.7607
O 4.575 -1.699 3.613 -0.2178
C 5.243 -1.336 4.776 -0.8316
H 2.015 -5.625 4.482 0.2101
H 3.330 -6.365 3.598 0.4303
H 1.762 -5.784 2.794 0.1223
H 4.924 -5.115 3.274 0.4266
H 4.451 -4.314 4.799 0.3226
H 4.787 -2.942 2.017 0.2158
H 6.070 -3.022 3.226 0.5225
H 6.305 -1.595 4.758 0.3786
H 4.766 -1.742 5.701 0.2679
H 5.222 -0.223 4.776 0.2387
C 1.308 4.515 -6.943 -0.8293
O 0.125 4.187 -6.240 -0.2926
C -0.867 5.132 -6.095 -0.6277
C -0.632 6.182 -5.032 -0.3681
O -1.040 5.678 -3.718 -0.1307
C -0.957 6.735 -2.775 -0.8325
H 1.498 3.693 -7.631 0.2506
H 2.084 4.608 -6.193 0.2565
H 1.203 5.460 -7.483 0.3808
H -1.722 4.585 -5.846 0.1398
H -1.155 5.513 -7.075 0.4665
H -1.176 7.087 -5.281 0.4235
H 0.433 6.517 -5.001 0.3333
H -1.490 7.624 -3.056 0.4012
H 0.051 6.943 -2.516 0.3520
H -1.572 6.460 -1.861 0.0928
C 3.628 -4.845 -0.559 -0.3630
O 2.563 -4.059 -1.091 -0.0958
C 2.610 -4.068 -2.496 -0.8595
C 2.463 -2.616 -2.940 0.4435
O 3.618 -1.989 -2.627 -0.3959
C 3.533 -0.585 -2.832 -0.4956
H 3.450 -4.772 0.496 -0.3563
H 4.594 -4.494 -0.873 0.4177
H 3.550 -5.912 -0.785 0.3439
H 1.761 -4.674 -2.930 0.2982
H 3.632 -4.344 -2.790 0.4533
H 1.589 -2.337 -2.370 -0.4742
H 2.255 -2.444 -3.985 0.5023
H 4.460 -0.184 -2.541 0.3495
H 2.617 -0.202 -2.289 0.0390
H 3.360 -0.380 -3.943 0.2835
C -3.027 -1.149 2.007 -0.5960
O -2.298 0.110 2.157 0.8043
C -1.720 0.337 3.445 -1.5680
C -0.359 -0.280 3.491 0.3139
O 0.436 0.241 2.442 0.0488
C 1.744 -0.314 2.414 -0.6971
H -2.589 -2.020 2.513 0.1116
H -3.113 -1.319 0.985 -0.1262
H -4.011 -1.026 2.388 0.3835
H -2.382 -0.140 4.223 0.5025
H -1.801 1.395 3.609 0.1969
H -0.438 -1.395 3.360 -0.2273
H 0.143 -0.120 4.458 0.5909
H 2.376 0.457 1.926 0.3949
H 1.733 -1.279 1.849 -0.0714
H 2.147 -0.602 3.442 0.2153
C -0.976 -4.313 4.714 -0.4433
O -1.641 -4.003 3.451 -0.4063
C -1.058 -4.628 2.293 -0.6106
C 0.013 -3.709 1.692 -0.0992
O -0.514 -2.533 1.032 -0.5559
C -0.933 -2.840 -0.283 0.1529
H -1.527 -4.991 5.357 0.3448
H -0.875 -3.353 5.192 0.2618
H 0.125 -4.728 4.708 -0.0269
H -1.893 -4.889 1.618 0.3632
H -0.520 -5.555 2.597 0.4323
H 0.597 -4.174 0.882 0.3759
H 0.700 -3.494 2.492 0.0387
H -1.099 -3.935 -0.341 0.5824
H -0.113 -2.498 -0.961 -0.9001
H -1.977 -2.450 -0.355 0.1921
C -4.497 0.103 -1.465 -0.6659
O -3.084 -0.042 -1.371 0.0990
C -2.451 -0.559 -2.588 -0.3809
C -2.154 0.509 -3.579 0.1920
O -3.265 1.391 -3.878 -0.3800
C -2.939 2.584 -4.559 -0.7450
H -4.865 0.892 -2.123 0.2735
H -4.813 0.488 -0.458 -0.0592
H -4.950 -0.880 -1.698 0.3998
H -3.142 -1.286 -2.943 0.6660
H -1.439 -0.992 -2.352 -0.3142
H -1.707 0.091 -4.484 0.4479
H -1.286 1.141 -3.210 -0.4715
H -2.760 2.490 -5.645 0.2846
H -1.966 3.004 -4.167 0.2647
H -3.704 3.293 -4.415 0.3949
C -5.357 1.880 2.911 -0.7878
O -4.029 2.362 2.981 -0.3518
C -3.717 2.880 1.710 0.2053
C -2.475 3.742 1.798 -0.8053
O -1.359 2.915 2.121 -0.0377
C -0.164 3.590 2.500 -0.8824
H -6.129 2.723 2.857 0.3148
H -5.701 1.360 3.805 0.3051
H -5.503 1.234 2.056 0.2350
H -4.604 3.477 1.390 0.6541
H -3.697 2.080 1.007 -0.3035
H -2.624 4.511 2.562 0.4107
H -2.300 4.353 0.876 0.1428
H -0.403 4.313 3.334 0.2561
H 0.268 4.215 1.696 0.2784
H 0.456 2.743 2.767 0.2370
```

Computed properties:
**LUMO**: -0.0609 hartree
**Charge**: +1
**Largest force on an atom**: 3.02 eV/Å
**Total energy**: -2469.40727 hartree
**Kohn-Sham gap**: 9.598 eV



No. 4
ORCA calculation (ωB97M-V with the def2-TZVPD basis set) on a 5-piece molecular cluster, C15H35N5O5 overall in a non-equilibrium geometry.

The geometry in XYZ format:
```
60
Properties=species:S:1:pos:R:3:mulliken_charge:R:1
C 3.582 0.742 0.550 -0.7644
N 3.022 1.614 -0.481 -0.1001
C 3.213 2.920 -0.588 0.6400
C 4.137 3.777 0.309 -0.7236
O 2.346 3.552 -1.165 -0.7107
H 2.755 0.402 1.174 0.1105
H 4.272 1.141 1.293 0.2852
H 4.087 -0.175 0.247 0.3746
H 2.302 1.327 -1.128 0.2468
H 4.459 3.409 1.283 0.3506
H 3.488 4.608 0.585 -0.0177
H 5.063 4.078 -0.181 0.2952
C 0.736 5.799 1.137 -1.0356
N 0.317 5.564 -0.149 -0.0349
C -0.950 5.867 -0.579 0.7109
C -1.233 5.473 -2.057 -1.1277
O -1.833 6.377 0.040 -0.6188
H 0.485 5.036 1.874 0.2352
H 0.334 6.749 1.490 0.3624
H 1.823 5.880 1.121 0.3231
H 0.871 4.957 -0.735 0.2434
H -0.553 6.129 -2.601 0.3235
H -2.171 5.913 -2.397 0.3532
H -1.402 4.420 -2.283 0.2935
C -1.450 -3.494 2.924 -0.6775
N -0.231 -2.727 3.028 -0.1707
C 0.033 -1.475 3.169 0.9484
C 1.448 -1.074 3.497 -1.2972
O -0.852 -0.622 3.087 -0.7754
H -2.199 -2.708 2.823 0.3084
H -1.663 -4.217 3.711 0.2881
H -1.485 -4.099 2.019 0.1334
H 0.636 -3.243 2.979 0.1909
H 1.490 -1.225 4.576 0.3806
H 1.654 -0.016 3.334 0.2359
H 2.185 -1.610 2.900 0.4239
C -0.428 2.155 0.323 -1.0701
N -1.135 0.840 0.534 0.0602
C -2.034 0.336 -0.367 0.5912
C -2.606 -0.951 0.056 -0.8182
O -2.300 0.841 -1.498 -0.6963
H -1.075 2.949 0.696 0.4398
H -0.192 2.533 -0.671 0.2871
H 0.422 2.255 0.998 0.2657
H -0.988 0.237 1.331 0.2063
H -1.906 -1.771 -0.105 0.1127
H -3.480 -1.083 -0.582 0.3312
H -2.863 -0.847 1.110 0.2938
C -2.046 -7.977 -4.150 -0.8147
N -1.842 -7.005 -3.018 -0.2122
C -1.483 -5.731 -3.123 0.5415
C -1.323 -4.898 -1.837 -0.7828
O -1.272 -5.142 -4.157 -0.6252
H -2.672 -8.850 -3.967 0.3350
H -1.098 -8.197 -4.642 0.2610
H -2.582 -7.346 -4.859 0.2884
H -2.022 -7.373 -2.095 0.2136
H -1.689 -3.874 -1.909 0.2288
H -0.240 -4.781 -1.861 0.2385
H -1.859 -5.374 -1.015 0.3209
```

Computed properties:
**LUMO**: 0.0027 hartree
**Energy relative to the best compared isomer or geometry (same formula, charge and spin)**: 2.5553 eV
**Largest force on an atom**: 5.05 eV/Å
**Total energy**: -1242.50738 hartree
**Kohn-Sham gap**: 8.899 eV



No. 5
ORCA calculation (ωB97M-V with the def2-TZVPD basis set) on C3H5NO2 in the gas phase.

The geometry in XYZ format:
```
11
Properties=species:S:1:pos:R:3:mulliken_charge:R:1
H 2.544 -0.482 -0.919 0.2732
N 1.870 -1.058 -0.423 -0.6586
C 0.801 -0.413 -0.260 0.4910
C -0.422 -0.893 0.480 -0.2043
O -1.433 0.007 0.074 -0.3514
C -0.742 1.199 -0.123 -0.1390
O 0.531 0.857 -0.675 -0.3728
H -0.705 -1.912 0.239 0.2635
H -0.239 -0.818 1.558 0.2242
H -1.287 1.834 -0.818 0.2064
H -0.566 1.722 0.827 0.2678
```

Computed properties:
**LUMO**: 0.0329 hartree
**Energy relative to the best compared isomer or geometry (same formula, charge and spin)**: 1.3456 eV
**Largest force on an atom**: 0.52 eV/Å
**Total energy**: -322.52488 hartree
**Kohn-Sham gap**: 11.264 eV



No. 6
ORCA calculation (ωB97M-V with the def2-TZVPD basis set) on a 2-piece molecular cluster, HN3O3 overall in a non-equilibrium geometry.

The geometry in XYZ format:
```
7
Properties=species:S:1:pos:R:3:mulliken_charge:R:1
N -0.173 -0.596 0.505 -0.4155
N 1.109 -0.104 0.658 -0.4774
N -1.062 0.099 -0.092 1.1210
O 2.193 -0.965 -0.664 -0.8910
O -0.970 1.321 -0.332 -0.8214
O -2.185 -0.461 -0.260 -0.8306
H 1.089 0.706 0.185 0.3149
```

Computed properties:
**LUMO (alpha / beta)**: 0.2836 / 0.2834 hartree
**Charge**: -2
**Energy relative to the best compared isomer or geometry (same formula, charge and spin)**: 2.0901 eV
**Largest force on an atom**: 4.64 eV/Å
**Total energy**: -390.24997 hartree
**Kohn-Sham gap (alpha / beta)**: 6.148 / 6.429 eV